[1]
Density functional theory data (ωB97M-V with the def2-TZVPD basis set) for C25H27N4OSiSr as an isolated structure.

Each line ends with the Löwdin charge.
Element x y z (Å)
Sr  -0.3597  0.0662  0.0234  1.571
N  2.2295  2.2682  -0.8180  0.106
C  2.9825  1.1571  -0.3751  -0.313
C  4.3539  1.1368  -0.6240  0.005
C  5.0873  0.0428  -0.2110  -0.033
C  4.4396  -0.9907  0.4543  -0.038
C  3.0786  -0.8882  0.6446  -0.117
N  2.3473  0.1539  0.2216  0.022
C  1.4259  3.0466  0.0347  -0.317
C  1.5212  4.4380  -0.0285  0.008
C  0.7239  5.1931  0.8041  -0.031
C  -0.1355  4.5517  1.6909  -0.043
C  -0.1740  3.1771  1.6655  -0.147
N  0.5718  2.4250  0.8397  -0.002
H  2.7800  2.8527  -1.4297  0.129
H  4.8296  1.9757  -1.1142  0.120
H  6.1535  0.0049  -0.3891  0.121
H  4.9704  -1.8611  0.8101  0.115
H  2.5349  -1.6797  1.1467  0.091
H  2.2208  4.9099  -0.7052  0.121
H  0.7826  6.2726  0.7762  0.122
H  -0.7659  5.1034  2.3720  0.117
H  -0.8403  2.6373  2.3294  0.118
C  -4.6786  0.5616  -2.0773  -0.165
Si  -3.7843  0.7241  -0.4363  0.355
C  -2.7478  2.3119  -0.5259  -0.189
C  -4.9957  0.9800  0.9767  -0.169
N  -2.6447  -0.5434  -0.1785  -0.286
C  -2.9955  -1.8768  -0.2262  -0.336
C  -4.3025  -2.3935  -0.2203  -0.040
C  -4.5608  -3.7540  -0.3041  -0.085
C  -3.5337  -4.6780  -0.3994  -0.088
C  -2.2202  -4.2199  -0.4024  -0.017
C  -1.9995  -2.8664  -0.3028  -0.204
O  -0.6759  -2.3481  -0.3304  -0.199
C  0.3558  -3.1325  0.1663  -0.331
C  1.3444  -3.5511  -0.7080  -0.006
C  2.4258  -4.2632  -0.2033  -0.068
C  2.5060  -4.5473  1.1523  -0.079
C  1.5004  -4.1254  2.0142  -0.063
C  0.4136  -3.4144  1.5249  -0.009
H  -5.3623  1.3980  -2.2394  0.034
H  -5.2604  -0.3568  -2.1555  0.025
H  -3.9574  0.5599  -2.8980  0.032
H  -3.2966  3.0666  -1.0936  0.043
H  -1.7862  2.2270  -1.0546  0.001
H  -2.5480  2.7535  0.4524  0.012
H  -5.6074  1.8722  0.8241  0.034
H  -4.4513  1.1093  1.9156  0.027
H  -5.6778  0.1402  1.1120  0.023
H  -5.1389  -1.7114  -0.1423  0.086
H  -5.5887  -4.0927  -0.2936  0.107
H  -3.7423  -5.7358  -0.4712  0.103
H  -1.3866  -4.9063  -0.4753  0.122
H  1.2542  -3.3328  -1.7641  0.131
H  3.2016  -4.6048  -0.8756  0.114
H  3.3444  -5.1113  1.5377  0.111
H  1.5565  -4.3591  3.0689  0.115
H  -0.3997  -3.1079  2.1724  0.135

The value obtained for the frontier orbital gap is 0.2456 hartree. As for the LUMO energy: -0.1006 Eh. The net charge is +1. The value obtained for the HOMO energy is -9.4 eV. The total energy comes out at -43083.1101 eV. The max |F| comes out at 0.4 eV Å⁻¹.



[2]
Density functional theory data (ωB97M-V with the def2-TZVPD basis set) for C25H27N5O11SbV as an isolated structure in a non-equilibrium geometry.

Each line ends with the Mulliken spin population.
Element x y z (Å)
V  -0.1342  0.1932  -0.2147  2.167
O  -0.6073  -0.0227  1.8673  -0.019
C  -0.3990  0.7648  2.7945  0.016
C  0.1777  2.0726  2.6859  0.031
C  0.3364  2.8172  3.8648  0.004
C  0.8648  4.0749  3.7827  -0.002
C  1.2442  4.6438  2.5609  0.002
C  1.0965  3.9313  1.4008  -0.001
C  0.5689  2.6197  1.4346  -0.021
O  0.4480  1.9747  0.3184  -0.008
N  1.0343  4.8552  5.0160  0.000
O  1.4837  5.9782  4.9128  0.000
O  0.6822  4.3425  6.0600  0.000
H  -0.6811  0.4435  3.8066  -0.003
H  0.0489  2.4175  4.8277  0.000
H  1.6541  5.6435  2.5570  0.000
H  1.3915  4.3420  0.4464  0.001
O  2.4249  -5.1284  4.1562  0.000
N  3.1218  -4.1375  4.0868  0.000
O  4.0666  -3.8917  4.8070  0.000
C  2.7701  -3.1336  3.0734  0.001
C  3.5262  -1.9683  2.9851  0.001
C  3.1778  -1.0274  2.0543  -0.003
C  2.1100  -1.1816  1.1189  -0.002
O  1.8701  -0.3518  0.1963  -0.027
C  1.3782  -2.4006  1.3066  0.001
C  1.6974  -3.3657  2.2493  0.005
N  0.2557  -2.6854  0.4581  0.009
O  -0.2313  -3.7834  0.4064  0.051
O  -0.1923  -1.7466  -0.2507  -0.038
N  3.9616  0.2220  2.0508  0.000
O  3.3674  1.2532  1.8210  0.000
O  5.1420  0.1334  2.3203  0.000
H  4.3646  -1.8018  3.6454  0.000
H  1.1164  -4.2716  2.3345  0.000
C  2.7479  -0.5950  -3.1479  0.000
Sb  1.0944  0.6492  -2.6904  -0.048
C  2.1353  2.4889  -2.5207  0.002
C  0.2374  0.8971  -4.6096  0.001
H  3.1508  -0.3378  -4.1264  -0.001
H  2.4619  -1.6453  -3.1410  0.000
H  3.5068  -0.4333  -2.3843  0.001
H  2.7553  2.6583  -3.4002  -0.001
H  2.7591  2.4448  -1.6290  0.001
H  1.4238  3.3054  -2.4101  0.000
H  0.9835  1.3230  -5.2795  -0.001
H  -0.6210  1.5642  -4.5513  0.000
H  -0.0887  -0.0640  -5.0037  0.000
C  -3.4385  -2.8802  -1.8568  0.001
N  -3.2248  -2.0565  -3.0345  0.002
C  -2.7447  -2.8594  -4.1394  0.000
C  -2.2987  -0.9732  -2.7457  -0.001
C  -2.8627  0.0720  -1.8050  -0.017
C  -4.1833  0.4721  -1.9998  -0.020
C  -4.7549  1.4540  -1.2081  0.025
C  -4.0021  2.0498  -0.2067  -0.020
C  -2.6917  1.6418  -0.0092  0.031
C  -2.0818  0.6495  -0.7911  -0.138
H  -4.1824  -3.6477  -2.0722  0.000
H  -3.8083  -2.2667  -1.0352  0.000
H  -2.5108  -3.3759  -1.5253  0.000
H  -3.4612  -3.6502  -4.3630  0.000
H  -1.7717  -3.3373  -3.9243  0.000
H  -2.6310  -2.2415  -5.0315  0.000
H  -2.0502  -0.4940  -3.6983  0.002
H  -1.3554  -1.3765  -2.3406  0.010
H  -4.7626  -0.0089  -2.7784  0.000
H  -5.7832  1.7506  -1.3730  0.002
H  -4.4351  2.8195  0.4201  -0.001
H  -2.1282  2.1230  0.7850  0.007

The value obtained for the frontier orbital gap (alpha / beta) is 0.2416 / 0.2423 hartree. As for the multiplicity: 3. As for the LUMO energy (alpha / beta): -0.0732 / -0.0758 Eh. The value obtained for the HOMO energy (alpha / beta) is -8.6 / -8.7 eV. The total energy comes out at -88550.7471 eV. The max |F| comes out at 2.0 eV Å⁻¹.